(1)
The following is a quantum chemistry calculation of a structure of composition C13H30I2NO3S3, from the Open Molecules 2025 dataset.

XYZ file:
```
52
Properties=species:S:1:pos:R:3:nbo_charge:R:1
C 4.68 0.27 0.66 -0.6421
C 4.49 1.39 -0.39 -0.3551
I 6.36 2.33 -0.77 0.1543
C 3.37 2.34 0.07 -0.3396
I 3.29 4.28 -0.84 0.1365
C 2.03 1.64 -0.12 -0.2515
C 1.37 1.56 -1.52 -0.4968
C 0.07 0.95 -1.11 0.2952
N -0.21 1.25 0.10 -0.4141
C 0.82 2.15 0.67 -0.2349
H 3.81 0.18 1.31 0.2015
H 5.54 0.47 1.29 0.2363
H 4.82 -0.69 0.18 0.2516
H 4.18 0.94 -1.33 0.2106
H 3.51 2.54 1.13 0.2375
H 2.13 0.59 0.17 0.2357
H 1.15 2.56 -1.93 0.2782
H 1.92 0.95 -2.24 0.2597
H -0.54 0.30 -1.72 0.2589
H -1.03 0.91 0.60 0.4607
H 0.55 3.16 0.34 0.2343
H 0.87 2.13 1.76 0.2387
C -1.71 2.49 3.77 -0.8272
S -2.31 1.03 2.92 1.2070
O -3.19 1.49 1.81 -0.9948
C -3.31 0.42 4.28 -0.8247
H -1.08 3.05 3.07 0.2278
H -2.56 3.10 4.07 0.2478
H -1.12 2.19 4.63 0.2416
H -4.03 1.19 4.56 0.2442
H -2.65 0.17 5.11 0.2449
H -3.83 -0.47 3.93 0.2507
C -4.07 -0.08 -2.11 -0.8253
S -3.11 -1.55 -1.74 1.2212
O -2.17 -1.77 -2.88 -1.0037
C -4.45 -2.73 -1.90 -0.8258
H -3.40 0.77 -2.12 0.2285
H -4.54 -0.19 -3.10 0.2420
H -4.83 0.06 -1.34 0.2454
H -4.88 -2.66 -2.90 0.2427
H -5.20 -2.52 -1.14 0.2399
H -4.03 -3.72 -1.74 0.2470
C 1.71 -2.35 -2.28 -0.8389
S 1.45 -2.63 -0.52 1.2232
O 2.78 -2.86 0.09 -0.9809
C 0.63 -4.22 -0.71 -0.8297
H 2.27 -1.42 -2.38 0.2164
H 2.30 -3.17 -2.69 0.2470
H 0.74 -2.27 -2.78 0.2512
H 1.30 -4.90 -1.23 0.2424
H -0.30 -4.07 -1.27 0.2390
H 0.41 -4.59 0.29 0.2458
```

Calculated values
Net charge = +1
E_HOMO = -11.4 eV


(2)
The following is a quantum chemistry calculation of a cluster of 7 separate species, C13H30O29P3S6 in total, from the Open Molecules 2025 dataset.

XYZ file:
```
81
Properties=species:S:1:pos:R:3:mulliken_charge:R:1
O 4.93 1.04 -0.64 -0.6783
C 4.27 1.27 0.41 0.3110
O 4.59 2.26 1.24 -0.7323
P 2.72 0.26 0.90 0.4495
P 0.97 -0.98 1.51 -0.1837
P -0.83 0.08 0.81 0.7577
O -0.61 1.57 0.74 -0.5809
O -1.40 -0.61 -0.61 -0.4809
O -1.99 -0.23 2.02 -0.5379
H 3.41 -0.21 2.07 0.0147
H 2.00 1.48 1.01 0.1038
H 2.72 -0.41 -0.38 -0.1106
H 0.93 -2.22 0.78 0.1394
H -0.63 -1.10 -0.96 0.2361
H -1.47 -0.09 2.84 0.3730
C 2.36 -3.42 -4.05 -0.1358
C 1.52 -4.68 -3.99 -0.0471
O 0.94 -4.66 -2.67 -0.3107
S 0.69 -3.12 -2.23 1.1252
O -0.67 -2.79 -2.50 -0.6364
O 1.31 -2.90 -0.97 -0.5078
O 1.61 -2.42 -3.36 -0.3207
H 3.32 -3.55 -3.53 0.2346
H 2.55 -3.10 -5.08 0.2605
H 2.10 -5.57 -4.13 0.2125
H 0.71 -4.65 -4.71 0.2026
C 2.75 -9.76 -6.33 -0.3078
C 2.03 -9.19 -7.54 -0.3455
O 0.86 -8.57 -7.01 -0.3286
S 1.20 -7.99 -5.53 1.1218
O 1.50 -6.60 -5.66 -0.5179
O 0.22 -8.48 -4.62 -0.5810
O 2.58 -8.79 -5.30 -0.3057
H 2.30 -10.70 -6.00 0.2947
H 3.81 -9.92 -6.53 0.3100
H 1.76 -9.96 -8.26 0.3135
H 2.63 -8.43 -8.03 0.2704
C 5.04 0.49 -6.33 -0.3098
C 5.45 0.33 -4.87 -0.3313
O 5.32 -1.07 -4.61 -0.2052
S 5.65 -1.89 -5.96 1.0388
O 7.01 -2.33 -5.90 -0.5690
O 4.57 -2.79 -6.21 -0.5052
O 5.56 -0.66 -7.00 -0.3290
H 3.95 0.48 -6.43 0.2801
H 5.43 1.41 -6.77 0.3155
H 4.82 0.91 -4.20 0.3699
H 6.49 0.61 -4.73 0.2389
C 1.39 3.23 5.41 -0.3677
C 2.34 2.43 4.53 -0.4051
O 1.52 1.45 3.89 -0.1864
S 0.04 2.07 3.65 1.1126
O -0.03 2.55 2.32 -0.4569
O -0.92 1.17 4.21 -0.6541
O 0.19 3.35 4.65 -0.3201
H 1.16 2.69 6.33 0.2873
H 1.79 4.21 5.66 0.3091
H 3.13 1.94 5.10 0.3098
H 2.79 3.05 3.75 0.3275
C -4.23 2.75 4.46 -0.1580
C -5.06 1.50 4.66 -0.4337
O -5.54 1.59 6.00 -0.3474
S -5.78 3.15 6.37 1.0440
O -7.16 3.44 6.19 -0.5172
O -5.09 3.43 7.59 -0.5872
O -4.94 3.79 5.14 -0.1621
H -3.24 2.65 4.92 0.1627
H -4.11 3.00 3.41 0.3239
H -4.47 0.59 4.53 0.3006
H -5.92 1.47 3.99 0.3074
C -7.15 8.69 4.11 -0.3618
C -6.67 8.64 5.55 -0.3542
O -6.85 7.28 5.95 -0.3024
S -6.63 6.31 4.67 1.1929
O -5.30 5.82 4.70 -0.4659
O -7.77 5.47 4.55 -0.5539
O -6.72 7.46 3.53 -0.3029
H -8.24 8.73 4.06 0.2872
H -6.73 9.54 3.57 0.3058
H -7.22 9.31 6.20 0.3085
H -5.60 8.87 5.62 0.2829
```

Calculated values
Net charge = -1
E_HOMO = -3.8 eV


(3)
The following is a quantum chemistry calculation of a structure of composition C13H31AsAuNO2S4Si3, from the Open Molecules 2025 dataset.

XYZ file:
```
56
Properties=species:S:1:pos:R:3:nbo_charge:R:1
Au 0.15 0.61 0.15 0.6221
S -1.34 2.08 1.49 -0.6832
S -0.12 2.53 3.10 -0.1414
S 0.94 0.81 3.56 -0.1589
S 1.94 0.26 1.83 -0.6757
C -3.20 -2.57 -2.17 -1.1224
Si -2.25 -3.66 -0.97 1.3904
C -3.43 -5.05 -0.49 -1.1201
C -0.82 -4.47 -1.87 -1.1363
As -1.33 -2.26 0.66 -0.4725
Si -3.11 -1.81 2.13 1.4280
C -2.47 -0.90 3.63 -1.1423
C -4.27 -0.69 1.17 -1.1312
C -4.09 -3.31 2.74 -1.1192
Si 0.13 -3.71 1.77 1.4330
C -0.42 -5.52 1.85 -1.1228
C 1.74 -3.62 0.82 -1.1407
C 0.40 -3.14 3.53 -1.1360
H -3.37 -3.09 -3.12 0.2150
H -2.68 -1.63 -2.37 0.2538
H -4.18 -2.30 -1.75 0.2286
H -3.67 -5.64 -1.38 0.2149
H -4.36 -4.67 -0.07 0.2243
H -2.98 -5.72 0.25 0.2315
H -1.17 -4.93 -2.81 0.2149
H -0.38 -5.27 -1.26 0.2256
H -0.02 -3.76 -2.10 0.2711
H -1.82 -0.07 3.32 0.2944
H -1.90 -1.55 4.30 0.2278
H -3.31 -0.49 4.19 0.2190
H -3.72 0.20 0.86 0.2808
H -5.11 -0.38 1.81 0.2181
H -4.68 -1.18 0.29 0.2180
H -3.43 -4.07 3.17 0.2253
H -4.66 -3.77 1.93 0.2198
H -4.80 -3.00 3.51 0.2169
H -0.51 -5.96 0.86 0.2215
H -1.39 -5.62 2.36 0.2237
H 0.32 -6.10 2.42 0.2175
H 1.61 -3.90 -0.23 0.2440
H 2.50 -4.27 1.27 0.2095
H 2.10 -2.59 0.84 0.2894
H -0.45 -3.39 4.17 0.2179
H 0.56 -2.06 3.57 0.2801
H 1.29 -3.64 3.94 0.2213
O -1.77 1.44 -2.62 -0.6320
C -0.97 0.55 -2.84 0.6640
C -0.85 -0.11 -4.22 -0.5238
C 0.19 -1.20 -4.01 -0.5234
C 0.60 -1.02 -2.55 0.6674
O 1.44 -1.74 -2.03 -0.6542
N -0.08 0.00 -1.96 -0.7411
H -0.56 0.65 -4.95 0.2107
H -1.84 -0.48 -4.51 0.2130
H 1.08 -1.09 -4.64 0.2108
H -0.19 -2.21 -4.15 0.2129
```

Calculated values
Net charge = -2
ΔE to the lowest compared entry with this formula, charge and spin = 0.019 eV
E_HOMO = -0.5 eV


(4)
The following is a quantum chemistry calculation of a cluster of 5 separate species, C13H31ClN3O5 in total, from the Open Molecules 2025 dataset.

XYZ file:
```
53
Properties=species:S:1:pos:R:3:nbo_charge:R:1
Cl 1.28 0.43 1.97 -0.9985
C -0.85 -1.34 -4.36 -0.2474
O -0.50 -2.64 -3.89 -0.5422
C -0.55 -2.78 -2.51 -0.0778
C -0.18 -4.19 -2.05 -0.0900
O -0.91 -5.18 -2.82 -0.5241
C -0.74 -6.44 -2.26 -0.2480
H -1.22 -0.77 -3.51 0.1749
H -1.61 -1.30 -5.13 0.1768
H 0.02 -0.84 -4.79 0.1741
H -1.49 -2.53 -2.01 0.1657
H 0.21 -2.06 -2.24 0.1853
H -0.19 -4.29 -0.97 0.1815
H 0.90 -4.35 -2.11 0.1628
H -0.97 -6.55 -1.20 0.1658
H 0.27 -6.80 -2.48 0.1578
H -1.32 -7.15 -2.85 0.1846
C 1.61 5.95 3.01 -0.7029
C 0.29 6.01 3.78 0.6721
O -0.27 7.04 3.98 -0.6500
N -0.21 4.85 4.18 -0.6033
C -1.52 4.51 4.63 -0.4128
H 2.22 6.81 3.28 0.2258
H 1.40 5.86 1.94 0.2354
H 2.18 5.06 3.29 0.2194
H 0.24 3.99 3.90 0.4043
H -2.32 5.21 4.38 0.2119
H -1.48 4.52 5.72 0.1859
H -1.67 3.48 4.30 0.2137
C 4.12 3.19 -2.23 -0.7007
C 5.04 2.07 -2.64 0.6755
O 5.85 2.24 -3.58 -0.6523
N 4.68 0.90 -2.01 -0.6216
C 5.47 -0.30 -2.22 -0.4224
H 4.55 4.18 -2.07 0.2297
H 3.63 2.88 -1.30 0.2170
H 3.47 3.21 -3.10 0.2346
H 4.00 0.87 -1.26 0.4262
H 5.05 -1.08 -1.59 0.2065
H 6.46 -0.17 -1.78 0.1999
H 5.40 -0.78 -3.19 0.2070
C -4.87 -0.22 1.15 -0.7025
C -4.76 -1.63 1.72 0.6647
O -5.88 -2.17 1.84 -0.6688
N -3.56 -2.03 2.11 -0.6043
C -3.50 -3.32 2.92 -0.4319
H -5.26 0.38 1.97 0.2351
H -5.47 -0.32 0.24 0.2291
H -3.96 0.18 0.70 0.2097
H -2.70 -1.52 1.95 0.4306
H -4.45 -3.83 3.05 0.2350
H -3.04 -3.32 3.91 0.2050
H -2.87 -3.92 2.25 0.1981
```

Calculated values
Net charge = -1
E_HOMO = -4.7 eV


Number 1: energy -70298.560 eV, strongest force on any atom 0.57 eV Å⁻¹. Number 2: energy -166215.552 eV, strongest force on any atom 6.19 eV Å⁻¹. Number 3: energy -151081.587 eV, strongest force on any atom 0.10 eV Å⁻¹. Number 4: energy -41214.599 eV, strongest force on any atom 3.55 eV Å⁻¹.